[1]
ORCA calculation (the ωB97M-V functional and the def2-TZVPD basis) on 16 unconnected molecules or ions with the total composition C49H116F20N16O44S20 in a non-equilibrium geometry.

Positions of all 265 atoms, in Å:
1 C -8.86132 -2.86246 11.45524
2 C -7.46576 -2.74862 10.70237
3 N -6.46153 -3.84854 11.08076
4 C -5.10508 -3.67597 10.28085
5 C -6.02020 -3.80449 12.61668
6 C -5.65234 -2.41329 13.20841
7 C -7.00112 -5.23124 10.65240
8 C -6.31167 -6.51766 11.20010
9 O -6.67782 -6.72658 12.52309
10 C -6.15630 -7.92107 12.95084
11 H -8.79841 -2.72625 12.53486
12 H -9.42787 -3.76228 11.21556
13 H -9.57038 -2.07822 11.19010
14 H -6.90278 -1.82839 10.85839
15 H -7.56772 -2.69011 9.61873
16 H -4.45773 -4.46752 10.65832
17 H -4.75144 -2.67091 10.51088
18 H -5.31560 -3.76901 9.21543
19 H -5.19022 -4.50553 12.70488
20 H -6.86248 -4.23629 13.15725
21 H -5.41514 -2.40725 14.27227
22 H -6.39213 -1.62523 13.06780
23 H -4.77176 -2.01602 12.70359
24 H -7.13181 -5.19267 9.57096
25 H -7.97044 -5.21179 11.15055
26 H -5.22217 -6.48984 11.18267
27 H -6.66083 -7.34941 10.58823
28 H -5.06696 -7.95043 12.97496
29 H -6.31994 -8.77423 12.29248
30 H -6.35847 -8.19845 13.98538
31 C -11.75788 3.94775 15.77956
32 C -10.80636 4.91709 14.95309
33 N -11.33850 6.39285 14.92238
34 C -12.81534 6.42952 14.54390
35 C -11.24997 6.98358 16.38780
36 C -11.68961 8.47413 16.45747
37 C -10.46512 7.29354 13.97338
38 C -10.24217 6.79455 12.49995
39 O -11.47036 6.38675 11.93548
40 C -11.40603 5.81177 10.64547
41 H -11.94942 4.38741 16.75839
42 H -11.35366 2.94284 15.90142
43 H -12.76635 3.94003 15.36601
44 H -10.75559 4.43278 13.97791
45 H -9.84094 4.94018 15.45858
46 H -12.84554 5.59443 13.84404
47 H -13.13840 7.35457 14.06639
48 H -13.49598 6.24226 15.37442
49 H -10.30040 6.78951 16.88655
50 H -12.00261 6.40200 16.92015
51 H -11.70222 8.86674 17.47422
52 H -12.57166 8.78060 15.89518
53 H -10.81656 8.96161 16.02358
54 H -9.49504 7.40550 14.45766
55 H -10.89824 8.29284 13.92968
56 H -9.48690 6.02797 12.67320
57 H -9.76393 7.62054 11.97353
58 H -10.81855 6.35607 9.90608
59 H -12.37454 5.84040 10.14620
60 H -11.04363 4.78379 10.64023
61 C -20.79067 12.06684 14.01683
62 C -21.63337 13.40166 14.02085
63 N -21.16023 14.49576 15.05964
64 C -21.55322 14.00090 16.47130
65 C -19.60445 14.69498 15.03743
66 C -19.14303 16.00821 15.65607
67 C -22.03080 15.74387 14.74743
68 C -21.97082 16.40012 13.28945
69 O -20.71131 16.51124 12.68201
70 C -20.68989 16.86036 11.33022
71 H -20.67257 11.56327 14.97629
72 H -19.76090 12.31904 13.76370
73 H -21.11071 11.28403 13.32916
74 H -22.70852 13.39465 14.19998
75 H -21.37825 13.84932 13.06034
76 H -22.64031 13.92132 16.47332
77 H -21.27444 14.66617 17.28849
78 H -21.04637 13.04550 16.60703
79 H -19.25365 14.66475 14.00587
80 H -19.06715 13.88016 15.52268
81 H -18.05951 16.06474 15.76033
82 H -19.50042 16.02626 16.68567
83 H -19.48728 16.93741 15.20201
84 H -21.67043 16.36502 15.56743
85 H -23.06990 15.51830 14.98719
86 H -22.33983 17.42575 13.28603
87 H -22.68878 15.87681 12.65795
88 H -19.71134 16.79164 10.85502
89 H -21.25096 17.78207 11.17611
90 H -21.27687 16.09552 10.82174
91 C -7.67576 9.94863 26.45341
92 C -9.14625 10.40587 26.05213
93 O -9.51072 10.51382 24.88875
94 N -10.07827 10.85904 27.17913
95 H -11.04806 10.70367 26.94361
96 H -9.98465 10.25223 27.98108
97 C -9.92051 12.33985 27.45077
98 H -6.99533 10.16946 25.63100
99 H -7.57800 8.87578 26.61932
100 H -7.41721 10.51581 27.34759
101 H -10.14095 12.94786 26.57337
102 H -8.91869 12.52255 27.83944
103 H -10.61278 12.57073 28.26044
104 C -12.98236 14.20697 7.32153
105 C -11.52848 13.93323 7.12826
106 C -10.78530 15.18143 6.39534
107 C -9.28940 14.90126 6.08413
108 N -8.58399 16.01739 5.23121
109 C -9.15947 15.99697 3.78955
110 C -9.72095 17.38859 3.61968
111 C -9.75840 18.14640 4.94684
112 C -8.76319 17.41656 5.79102
113 C -7.05588 15.70079 5.15001
114 C -6.41469 15.74239 6.51879
115 C -5.01227 16.29530 6.52179
116 H -13.40507 15.06461 6.79818
117 H -13.14817 14.47518 8.36492
118 H -13.55763 13.30919 7.09535
119 H -11.39427 13.04841 6.50602
120 H -10.86222 13.62683 7.93468
121 H -11.00982 16.17105 6.79328
122 H -11.40900 15.24655 5.50379
123 H -9.06569 13.92948 5.64402
124 H -8.75379 14.98400 7.02984
125 H -8.32972 15.88346 3.09187
126 H -9.94488 15.25018 3.67329
127 H -9.26454 17.92287 2.78641
128 H -10.74484 17.35922 3.24703
129 H -9.62334 19.22787 4.92979
130 H -10.71884 17.99459 5.43939
131 H -7.85438 18.00648 5.90995
132 H -9.05936 17.52278 6.83462
133 H -6.66120 16.44823 4.46177
134 H -6.98803 14.78092 4.56921
135 H -6.35428 14.75839 6.98376
136 H -6.91092 16.41949 7.21405
137 H -5.02966 17.27418 6.04263
138 H -4.18210 15.75753 6.06382
139 H -4.73276 16.50567 7.55413
140 C -20.98577 1.73891 9.25193
141 C -22.36303 2.32865 9.45054
142 C -23.22601 1.79271 10.65335
143 C -24.59305 2.59791 10.58175
144 N -25.62597 2.13499 11.61844
145 C -26.75489 3.18775 11.86913
146 C -27.18493 2.94291 13.31659
147 C -26.09371 2.21933 14.04251
148 C -24.96863 2.18985 13.04135
149 C -26.17279 0.67031 11.41973
150 C -27.05754 0.46358 10.30805
151 C -27.05702 -0.94777 9.69662
152 H -20.98490 0.68558 8.97158
153 H -20.32654 1.84193 10.11387
154 H -20.49241 2.23416 8.41562
155 H -23.03891 2.29432 8.59608
156 H -22.11510 3.38232 9.57864
157 H -22.70066 1.91636 11.60037
158 H -23.21991 0.71606 10.48336
159 H -24.98262 2.60493 9.56377
160 H -24.35046 3.65284 10.70971
161 H -27.64639 3.06766 11.25360
162 H -26.23955 4.12464 11.65756
163 H -28.06780 2.30506 13.27411
164 H -27.56626 3.83211 13.81861
165 H -26.38565 1.20358 14.30921
166 H -25.93105 2.65524 15.02823
167 H -24.29359 1.34856 13.19835
168 H -24.40271 3.11990 13.09447
169 H -26.71296 0.43540 12.33686
170 H -25.21279 0.15450 11.39800
171 H -26.64935 1.02161 9.46541
172 H -28.08544 0.75507 10.52384
173 H -27.31302 -1.04681 8.64175
174 H -27.72282 -1.60614 10.25463
175 H -26.15349 -1.53034 9.87650
176 N -6.87416 7.61908 -0.79684
177 S -8.09042 6.97610 -1.51676
178 O -8.91661 7.92652 -2.17251
179 O -8.76078 5.81127 -1.00351
180 F -7.17908 6.30034 -2.70031
181 S -7.60051 7.57836 0.76096
182 O -7.37627 6.38572 1.60010
183 O -8.83707 8.38017 0.93297
184 F -6.54033 8.64262 1.30951
185 N -10.45397 -5.48031 22.02176
186 S -11.98269 -5.58644 21.71095
187 O -12.60221 -6.77699 21.14136
188 O -12.62376 -4.29515 21.59086
189 F -12.14103 -5.88322 23.30134
190 S -10.12346 -5.70163 20.28904
191 O -10.65204 -4.78582 19.27799
192 O -9.91442 -7.05390 19.84047
193 F -8.66244 -5.06239 20.50277
194 N -21.27671 2.18832 20.20397
195 S -20.11256 3.02048 19.91171
196 O -18.84860 2.45719 20.33799
197 O -20.26003 4.44920 19.77411
198 F -20.04615 2.61123 18.32926
199 S -21.66199 2.86409 21.75183
200 O -22.44260 4.08145 21.75091
201 O -20.73181 2.58941 22.83718
202 F -22.77846 1.71612 21.99523
203 N -1.25390 7.05157 9.32515
204 S -1.75036 5.39302 9.18123
205 O -0.84177 4.51255 8.49676
206 O -3.18541 5.14834 9.15034
207 F -1.51691 4.97246 10.68420
208 S -1.87207 7.39666 7.98794
209 O -3.24214 7.91899 8.06411
210 O -1.45458 6.75221 6.77495
211 F -0.91335 8.71392 7.87316
212 N -10.36144 -4.09478 4.39059
213 S -11.76551 -3.19399 4.08985
214 O -12.84992 -3.34887 5.02641
215 O -12.10935 -2.98774 2.71223
216 F -11.18347 -1.69130 4.53659
217 S -11.08904 -5.38160 4.02578
218 O -11.35615 -5.64997 2.60711
219 O -11.98124 -5.96462 5.02442
220 F -9.72463 -6.20762 4.30098
221 N -9.09051 16.76552 12.94794
222 S -10.57517 16.88721 13.85656
223 O -10.72712 18.10468 14.64472
224 O -11.15162 15.65704 14.44898
225 F -11.55972 17.06641 12.59351
226 S -8.27097 16.14490 13.95726
227 O -8.31813 14.66897 14.04710
228 O -7.93978 16.95018 15.13307
229 F -6.92141 16.24045 13.13627
230 N -18.48749 -4.37057 14.54438
231 S -18.98058 -5.11043 13.07807
232 O -18.15378 -6.09166 12.44771
233 O -19.87304 -4.23671 12.28781
234 F -20.08051 -6.03287 13.79263
235 S -17.20548 -3.74445 13.92634
236 O -17.38329 -2.40929 13.29609
237 O -16.18939 -4.67330 13.40886
238 F -16.52819 -3.40778 15.34890
239 N -1.57980 8.19206 18.02588
240 S -2.31329 6.95244 18.43940
241 O -3.37398 6.47558 17.59621
242 O -2.34881 6.64719 19.86208
243 F -1.14535 5.90566 17.93478
244 S -2.77439 9.12791 18.80228
245 O -2.39093 9.64612 20.09148
246 O -4.20923 8.90863 18.46811
247 F -2.49207 10.48911 18.00042
248 N -15.90307 10.44479 25.24123
249 S -16.62444 11.75367 25.16919
250 O -18.07850 11.70905 25.10536
251 O -15.88052 12.79636 24.51648
252 F -16.34773 12.05213 26.74552
253 S -16.53245 9.81136 23.79476
254 O -16.65832 10.61543 22.57777
255 O -17.62936 8.82469 23.94574
256 F -15.22660 8.87129 23.70239
257 N -5.95716 -0.73439 23.77516
258 S -4.59361 -0.08056 23.43211
259 O -4.01590 0.93221 24.29803
260 O -4.16220 -0.06817 22.03983
261 F -3.75001 -1.38334 23.89744
262 S -6.61473 0.73280 23.06850
263 O -6.81335 0.74513 21.62683
264 O -6.55532 2.03246 23.78169
265 F -8.12565 0.33750 23.47177

Values from the calculation:
Frontier orbital gap   3.9995 eV
Total charge   -4

[2]
ORCA calculation (the ωB97M-V functional and the def2-TZVPD basis) on 14 unconnected molecules or ions with the total composition C49H129N3O17 in a non-equilibrium geometry.

Positions of all 198 atoms, in Å:
1 C 1.63840 4.81276 -6.35791
2 O 1.87747 4.68521 -5.00668
3 H 1.15217 3.90456 -6.71408
4 H 0.90103 5.58438 -6.57921
5 H 2.58508 4.92539 -6.88629
6 H 1.19213 4.15055 -4.59918
7 C -4.86866 -1.80093 -2.98325
8 O -5.51827 -1.07892 -2.00477
9 C -5.25513 0.30555 -1.81716
10 C -5.92740 1.16264 -2.92677
11 N -5.03213 2.30525 -3.16513
12 C -5.64283 3.33656 -4.05865
13 C -4.77142 4.60465 -4.17127
14 O -4.66119 5.29450 -2.96772
15 C -3.82784 6.47643 -3.00861
16 H -3.80323 -1.58247 -2.91092
17 H -5.17371 -1.59437 -4.00911
18 H -4.92469 -2.86103 -2.73598
19 H -4.17747 0.46440 -1.77818
20 H -5.54952 0.51189 -0.78815
21 H -6.98106 1.38219 -2.75445
22 H -5.80894 0.50525 -3.78811
23 H -4.67254 2.67584 -2.29711
24 H -6.60185 3.61542 -3.62203
25 H -5.79149 2.87854 -5.03652
26 H -5.26809 5.26665 -4.88061
27 H -3.79199 4.37093 -4.58862
28 H -3.55100 6.75797 -1.99265
29 H -4.33582 7.37128 -3.36823
30 H -2.93924 6.36466 -3.62989
31 C 2.54570 -1.86660 -3.65278
32 O 1.31742 -1.14470 -3.87821
33 C 1.24331 0.19327 -3.44905
34 C -0.24691 0.59065 -3.37483
35 N -0.60372 1.84466 -2.71794
36 C -0.03074 1.99188 -1.36312
37 C -0.71656 3.14722 -0.68350
38 O -2.08358 2.73539 -0.40035
39 C -2.74005 3.72356 0.34955
40 H 2.64356 -2.35002 -2.68075
41 H 3.43515 -1.26609 -3.84344
42 H 2.51672 -2.68074 -4.37696
43 H 1.85923 0.82777 -4.08633
44 H 1.66091 0.18619 -2.44223
45 H -0.70483 -0.18635 -2.76271
46 H -0.78922 0.72098 -4.31132
47 H -1.60149 2.00127 -2.71154
48 H 1.04072 2.18632 -1.41065
49 H -0.19606 1.07294 -0.80069
50 H -0.73245 4.04191 -1.30587
51 H -0.16826 3.35556 0.23524
52 H -2.62007 4.69165 -0.13677
53 H -2.32095 3.72918 1.35575
54 H -3.79094 3.46639 0.48214
55 C -2.96197 3.18619 9.52686
56 O -1.58738 3.06134 9.70853
57 C -1.19765 2.32753 10.83895
58 C 0.38334 2.26438 10.85903
59 N 0.93786 1.61017 12.05817
60 C 0.54702 0.22918 12.30150
61 C 1.24120 -0.52503 13.45527
62 O 2.63711 -0.65551 13.14497
63 C 3.21408 -1.60312 14.02904
64 H -3.12987 3.85657 8.68395
65 H -3.37759 3.72135 10.38066
66 H -3.60823 2.32393 9.36270
67 H -1.52762 1.29171 10.75960
68 H -1.40229 2.76067 11.81804
69 H 0.73922 3.28960 10.96086
70 H 0.74142 1.75471 9.96454
71 H 1.94717 1.60734 12.09524
72 H 0.62314 -0.31515 11.36022
73 H -0.52186 0.26106 12.51265
74 H 0.75593 -1.50105 13.45574
75 H 1.18581 0.02778 14.39305
76 H 4.29387 -1.61662 13.88084
77 H 2.93510 -2.61730 13.74320
78 H 3.04387 -1.38909 15.08419
79 C -1.30419 -3.14919 -8.49478
80 C -0.76112 -4.49827 -8.11978
81 C 0.50642 -4.78886 -8.95770
82 O -0.49144 -4.63643 -6.75520
83 H -1.40546 -3.04751 -9.57530
84 H -0.75472 -2.28338 -8.12524
85 H -2.29309 -2.95511 -8.07942
86 H -1.49393 -5.27480 -8.33899
87 H 0.34493 -4.91560 -10.02819
88 H 1.00155 -5.69639 -8.61224
89 H 1.20019 -3.95223 -8.87505
90 H 0.11058 -3.90825 -6.58512
91 C -0.84341 -1.48668 5.19122
92 C -0.06407 -0.64425 4.18647
93 C 0.33076 0.77889 4.78169
94 O 1.11728 -1.30090 3.85519
95 H -0.12651 -1.85982 5.92260
96 H -1.26948 -2.34818 4.67704
97 H -1.61671 -0.87294 5.65319
98 H -0.66958 -0.43188 3.30537
99 H -0.62095 1.21262 5.08866
100 H 0.85603 1.33161 4.00279
101 H 0.97472 0.72114 5.65923
102 H 0.90075 -2.21897 3.67664
103 C 6.74139 -1.16275 2.07324
104 C 6.42357 0.34187 1.83632
105 C 5.70191 0.67800 0.51603
106 O 5.74741 0.77486 2.97117
107 H 7.22005 -1.41420 3.01969
108 H 7.38885 -1.59061 1.30785
109 H 5.80685 -1.72353 2.05726
110 H 7.32928 0.91020 2.04793
111 H 6.26737 0.21149 -0.29064
112 H 5.57219 1.75899 0.46387
113 H 4.72257 0.19983 0.49686
114 H 4.96080 0.23199 3.06138
115 C -8.04232 9.00447 1.50626
116 C -8.17010 9.26055 -0.00808
117 C -8.80335 8.13078 -0.80010
118 O -8.96058 10.41263 -0.17430
119 H -9.00585 8.92323 2.00937
120 H -7.54160 9.80948 2.04417
121 H -7.58625 8.03251 1.69438
122 H -7.16817 9.53185 -0.34069
123 H -8.54266 8.14138 -1.85842
124 H -9.88234 8.01191 -0.70127
125 H -8.47566 7.15581 -0.43938
126 H -9.70216 10.36626 0.43358
127 C 0.20111 -4.96016 -0.12847
128 C 0.63554 -6.19764 0.64480
129 C 1.94009 -6.80576 0.13846
130 O 0.86359 -5.75081 1.95326
131 H -0.75102 -4.50549 0.14515
132 H 0.24400 -5.05194 -1.21375
133 H 0.91015 -4.14868 0.03542
134 H -0.13300 -6.96895 0.59437
135 H 2.67076 -5.99702 0.12541
136 H 1.80452 -7.04940 -0.91527
137 H 2.31251 -7.66848 0.69083
138 H 1.23656 -6.49122 2.43730
139 C 6.52376 1.04488 -8.71876
140 C 7.41302 1.54594 -9.86209
141 C 6.66724 1.93978 -11.13798
142 O 8.07303 2.66320 -9.31666
143 H 7.08915 0.79231 -7.82173
144 H 5.99942 0.13497 -9.01070
145 H 5.81831 1.83566 -8.46361
146 H 8.19748 0.80508 -10.01657
147 H 6.05205 2.83956 -11.13151
148 H 6.07337 1.05082 -11.35050
149 H 7.33994 2.20918 -11.95223
150 H 8.56593 2.26519 -8.59539
151 C -6.95838 -1.69262 4.39119
152 C -7.12177 -0.34182 5.12344
153 C -6.54598 0.88222 4.33165
154 O -8.52065 -0.14400 5.23523
155 H -5.94120 -1.87535 4.04470
156 H -7.65494 -1.78239 3.55761
157 H -7.22034 -2.45978 5.11985
158 H -6.67005 -0.18050 6.10224
159 H -6.71728 1.83196 4.83835
160 H -6.93455 0.83770 3.31423
161 H -5.46277 0.76220 4.31280
162 H -8.96453 -0.89538 5.63522
163 C 1.55284 -11.16833 -3.90608
164 C 0.62468 -10.35383 -4.77452
165 C -0.68284 -10.06128 -4.02605
166 O 1.23893 -9.13387 -5.10454
167 H 1.77907 -10.66560 -2.96576
168 H 2.56808 -11.25041 -4.29420
169 H 1.28106 -12.20758 -3.72114
170 H 0.46289 -10.89813 -5.70494
171 H -0.41790 -9.67149 -3.04320
172 H -1.23344 -10.98994 -3.87591
173 H -1.18347 -9.24462 -4.54616
174 H 0.55556 -8.46056 -5.14011
175 C 7.33158 -8.94225 -2.68139
176 C 7.25748 -7.64065 -3.41486
177 C 8.60142 -7.01566 -3.68595
178 O 6.63731 -7.85687 -4.64220
179 H 8.00248 -9.62568 -3.20188
180 H 6.33518 -9.35927 -2.53520
181 H 7.62205 -8.92688 -1.63092
182 H 6.64958 -6.88755 -2.91347
183 H 9.26904 -6.80712 -2.84994
184 H 8.40131 -6.06779 -4.18553
185 H 9.11970 -7.62232 -4.42854
186 H 5.71308 -8.11000 -4.58461
187 C 1.91585 6.79448 4.81394
188 C 2.89869 7.02633 3.60396
189 C 2.33737 8.07569 2.66829
190 O 4.09473 7.53451 4.10801
191 H 2.26440 5.88477 5.30287
192 H 0.89416 6.58730 4.49562
193 H 1.93537 7.59056 5.55822
194 H 3.04960 6.15482 2.96694
195 H 1.35137 7.81351 2.28463
196 H 3.04925 8.16153 1.84734
197 H 2.27188 9.09263 3.05511
198 H 4.48752 6.84804 4.65214

Values from the calculation:
ΔE to the lowest compared entry with this formula, charge and spin   292.5 kJ/mol
Frontier orbital gap   8.7654 eV
Total charge   0